Record 1
{"formula": "C23H62O9", "method": "the ωB97M-V functional and the def2-TZVPD basis", "elements": ["C", "C", "C", "O", "H", "H", "H", "H", "H", "H", "H", "H", "C", "C", "C", "O", "H", "H", "H", "H", "H", "H", "H", "H", "C", "C", "C", "O", "H", "H", "H", "H", "H", "H", "H", "H", "C", "C", "C", "O", "H", "H", "H", "H", "H", "H", "H", "H", "C", "C", "C", "O", "H", "H", "H", "H", "H", "H", "H", "H", "C", "C", "C", "O", "H", "H", "H", "H", "H", "H", "H", "H", "C", "C", "C", "O", "H", "H", "H", "H", "H", "H", "H", "H", "O", "C", "C", "O", "H", "H", "H", "H", "H", "H"], "xyz": [[1.78149, -1.81258, 2.54829], [0.31489, -2.09939, 2.85650], [-0.13661, -3.40435, 2.24295], [0.13529, -2.15845, 4.27602], [2.40162, -2.54080, 3.07448], [2.09104, -0.81898, 2.87168], [1.95753, -1.88960, 1.47240], [-0.32141, -1.27478, 2.52714], [-0.15833, -3.42299, 1.15161], [-1.12841, -3.71014, 2.57974], [0.56032, -4.18577, 2.57013], [0.45646, -3.00230, 4.60921], [-2.34267, -0.88663, -3.00528], [-3.39669, -0.97093, -1.91156], [-3.60525, -2.38950, -1.39905], [-2.91027, -0.13623, -0.86219], [-2.38587, 0.03769, -3.57677], [-2.45991, -1.70072, -3.72739], [-1.35593, -1.06375, -2.57254], [-4.36006, -0.63006, -2.30295], [-2.87855, -2.74375, -0.66871], [-3.67596, -3.08991, -2.23322], [-4.57242, -2.41980, -0.88688], [-3.55118, -0.03646, -0.13760], [-2.86495, 5.94987, 1.45496], [-1.85052, 4.94231, 0.92480], [-0.44003, 5.20440, 1.40755], [-2.28937, 3.65407, 1.31846], [-3.80917, 5.71993, 0.95515], [-2.59075, 6.95193, 1.10953], [-3.02367, 6.02261, 2.52858], [-1.85590, 5.04411, -0.16960], [0.00188, 6.11293, 0.99136], [0.25548, 4.40760, 1.12206], [-0.40445, 5.24464, 2.49912], [-1.68363, 2.99726, 0.94782], [-5.26097, -1.94212, 2.44400], [-4.88349, -0.48668, 2.28123], [-3.42513, -0.15400, 2.53393], [-5.29429, -0.09180, 0.93921], [-6.28086, -2.07458, 2.80966], [-4.60877, -2.44215, 3.16792], [-5.21749, -2.54942, 1.53907], [-5.49706, 0.10455, 2.97337], [-3.16908, -0.43190, 3.55899], [-3.19193, 0.90180, 2.38836], [-2.77351, -0.70827, 1.85424], [-5.59118, 0.82366, 0.97726], [5.37367, -1.30344, 1.45602], [6.70682, -1.72196, 0.85520], [7.53234, -2.60936, 1.78772], [6.43645, -2.43248, -0.36218], [4.79879, -0.77005, 0.69789], [5.48892, -0.62183, 2.29912], [4.85163, -2.18248, 1.83511], [7.30611, -0.84468, 0.59426], [8.55466, -2.60088, 1.39039], [7.25175, -3.65953, 1.83601], [7.57915, -2.19427, 2.79633], [7.22869, -2.44405, -0.90476], [2.64422, -2.24368, -1.36908], [3.12758, -3.68132, -1.52272], [3.99265, -3.89503, -2.75681], [3.91318, -3.98239, -0.35977], [2.03401, -2.15587, -0.46647], [2.14670, -1.90709, -2.28237], [3.43635, -1.52231, -1.14725], [2.29919, -4.38897, -1.53397], [4.44346, -4.89111, -2.71978], [4.77648, -3.15492, -2.90592], [3.39660, -3.98067, -3.67568], [4.68302, -3.39730, -0.32317], [-2.58084, 4.34296, -2.54079], [-1.72779, 3.37554, -3.35565], [-1.50478, 3.88464, -4.78069], [-0.45018, 3.22776, -2.71744], [-1.98162, 5.23393, -2.33024], [-2.87842, 3.87821, -1.60138], [-3.46666, 4.72148, -3.05285], [-2.21450, 2.40616, -3.43659], [-0.94189, 4.81971, -4.83832], [-2.48352, 4.13163, -5.20993], [-1.05764, 3.14419, -5.44118], [0.00732, 4.05994, -2.87661], [-0.76758, 1.16882, 0.28156], [0.38828, 0.32990, 0.21455], [1.54737, 1.10392, -0.38599], [1.42991, 1.29330, -1.76471], [-1.45828, 0.79415, -0.29290], [0.56760, -0.00151, 1.24226], [0.17791, -0.55987, -0.38712], [2.48223, 0.57760, -0.18321], [1.60184, 2.05388, 0.16112], [0.59847, 1.74874, -1.97507]], "forces_ev_per_a": [[-0.19, 0.00, -0.23], [0.23, -0.06, 0.41], [-0.02, -0.62, -0.08], [-0.30, 0.32, 0.10], [0.04, -0.08, -0.14], [-0.12, 0.04, 0.09], [0.17, -0.07, 0.19], [0.01, -0.06, 0.06], [0.19, 0.23, 0.00], [-0.05, 0.24, 0.11], [-0.03, -0.04, -0.14], [0.08, -0.03, -0.14], [-0.03, -0.76, -0.25], [0.69, -0.34, 0.03], [-0.86, -0.16, 0.08], [-0.17, 0.47, 0.13], [0.18, 0.19, 0.24], [-0.26, 0.08, 0.02], [0.06, 0.38, 0.04], [0.03, 0.29, 0.12], [0.37, 0.22, -0.23], [0.09, -0.05, 0.05], [0.05, -0.07, 0.03], [-0.30, -0.24, -0.31], [-0.15, 0.36, -0.96], [0.09, 0.41, 0.35], [0.67, -0.17, 0.28], [-0.11, -0.12, -0.17], [-0.16, 0.03, 0.29], [0.08, -0.04, 0.03], [0.25, -0.47, 0.10], [-0.03, -0.15, 0.22], [-0.28, 0.16, 0.09], [-0.25, -0.14, -0.13], [-0.06, 0.15, -0.02], [0.11, -0.19, 0.03], [0.03, -0.85, 0.51], [-0.57, 0.56, -0.31], [0.14, -0.30, -0.10], [0.29, 0.01, 0.15], [-0.01, 0.24, 0.00], [-0.03, 0.15, 0.00], [0.29, 0.40, -0.26], [0.13, -0.10, 0.03], [0.08, 0.04, -0.06], [-0.21, 0.06, 0.05], [0.00, -0.14, 0.04], [0.09, -0.02, -0.04], [0.23, 0.06, -0.14], [-0.02, -0.41, 0.37], [0.88, 0.46, -0.23], [-0.33, 0.14, -0.02], [-0.22, -0.21, 0.06], [0.27, -0.02, 0.00], [-0.24, 0.01, -0.25], [-0.11, 0.13, 0.15], [0.03, -0.11, 0.22], [-0.55, 0.12, -0.10], [-0.05, -0.02, -0.02], [0.03, -0.09, 0.00], [-0.26, 0.05, -0.07], [1.51, 0.92, 0.51], [-0.48, -0.94, -0.79], [-0.43, -0.57, 0.25], [-0.49, -0.17, -0.45], [-0.30, 0.14, 0.29], [0.44, -0.36, -0.42], [-0.05, 0.04, 0.12], [0.22, 0.14, 0.36], [-0.06, 0.15, 0.19], [-0.09, 0.53, 0.12], [0.01, -0.01, -0.30], [0.11, 0.06, -0.01], [0.26, 0.95, -0.69], [-0.94, 0.12, -0.29], [-0.45, -0.40, 0.01], [0.03, -0.06, 0.11], [0.00, 0.09, 0.03], [-0.07, -0.36, -0.15], [0.23, -0.21, 0.36], [0.21, -0.09, 0.26], [0.07, -0.10, -0.04], [0.23, -0.04, 0.17], [0.20, -0.09, 0.12], [-0.18, 0.09, -0.37], [-0.41, 0.15, 0.24], [-0.16, -0.11, 0.80], [0.00, -0.12, -0.41], [0.04, -0.01, 0.10], [0.44, 0.18, -0.26], [0.00, 0.01, -0.06], [0.04, -0.09, -0.18], [0.03, 0.12, -0.07], [0.14, 0.14, 0.14]], "charge": 0, "homo_ev": -9.42, "smiles": "CC(C)O.CC(C)O.CC(C)O.CC(C)O.CC(C)O.CC(C)O.CC(C)O.OCCO"}



Record 2
{"formula": "C10H14N4", "method": "the ωB97M-V functional and the def2-TZVPD basis", "elements": ["C", "C", "C", "C", "C", "C", "C", "C", "C", "C", "N", "N", "N", "N", "H", "H", "H", "H", "H", "H", "H", "H", "H", "H", "H", "H", "H", "H"], "xyz": [[1.47797, -3.29090, 0.36369], [0.45856, -3.20329, -0.56358], [1.82670, -2.12376, 1.07821], [-0.20844, -2.00060, -0.80314], [0.26744, -0.85131, -0.06856], [-1.58318, 2.20766, -1.06236], [-0.23848, 0.43252, -0.21892], [-0.47772, 2.79305, 1.02909], [-1.34280, -1.97031, -1.75880], [1.57724, 1.64763, 1.60872], [1.24709, -0.99028, 0.85165], [-1.34183, 3.05558, -0.11410], [-1.11763, 0.94657, -1.09017], [0.61236, 1.96357, 0.62464], [1.99089, -4.22224, 0.55021], [0.15743, -4.08354, -1.11491], [2.59703, -2.13441, 1.83825], [-2.22431, 2.51040, -1.88497], [-0.04926, 3.74752, 1.36316], [-1.08938, 2.40079, 1.86268], [-2.24672, -1.57147, -1.29929], [-1.09675, -1.40012, -2.65818], [-1.56849, -2.98202, -2.09299], [2.34200, 1.00985, 1.17816], [1.16896, 1.18497, 2.51420], [2.04832, 2.59206, 1.89972], [-1.76801, 3.97905, -0.16167], [-1.41900, 0.35305, -1.87072]], "forces_ev_per_a": [[-0.34, 0.25, -0.24], [0.00, -0.12, -0.01], [0.02, -0.13, -0.03], [0.40, 0.39, 0.35], [-0.48, -1.42, -0.67], [-0.21, 1.24, 0.45], [2.52, 3.83, 2.57], [0.14, -0.16, 1.15], [-0.13, -0.25, -0.18], [0.71, -0.36, 1.07], [0.17, 0.80, 0.47], [-0.17, -0.38, -0.72], [0.05, -1.15, -0.43], [-2.43, -2.99, -3.35], [0.03, -0.10, -0.01], [-0.04, -0.04, -0.01], [0.05, -0.08, 0.02], [0.04, -0.03, 0.06], [-0.09, -0.13, -0.13], [0.05, 0.10, -0.23], [-0.11, 0.05, 0.02], [0.02, 0.04, -0.13], [-0.07, 0.09, -0.05], [-0.04, 0.22, 0.15], [0.07, 0.00, -0.08], [-0.08, 0.16, -0.11], [-0.04, -0.14, -0.19], [-0.06, 0.30, 0.25]], "charge": 2, "homo_ev": [-17.00, -17.00]}



Relative energy (zero: lowest compared OMol25 entry of this formula, charge and spin) / kcal per mole: 5.51; 37.12